{"formula": "C28H54BN2O12Ti", "method": "ωB97M-V/def2-TZVPD", "spin_multiplicity": 4, "orbital_gap_ev": [4.25, 4.66], "e_homo_ha": [-0.2982, -0.2982], "species": ["Ti", "O", "C", "O", "B", "O", "C", "O", "O", "C", "O", "C", "O", "O", "C", "C", "C", "O", "H", "H", "H", "H", "H", "H", "H", "H", "C", "C", "C", "O", "H", "H", "H", "H", "H", "H", "H", "H", "C", "C", "C", "C", "C", "C", "N", "O", "C", "C", "C", "H", "H", "H", "H", "H", "H", "H", "H", "H", "H", "H", "H", "H", "H", "H", "H", "H", "H", "H", "C", "C", "C", "C", "C", "C", "N", "O", "C", "C", "C", "H", "H", "H", "H", "H", "H", "H", "H", "H", "H", "H", "H", "H", "H", "H", "H", "H", "H", "H"], "xyz": [[12.466, -18.485, 7.329], [1.007, -24.622, 5.947], [2.219, -24.710, 6.084], [3.082, -23.738, 6.160], [4.464, -24.238, 6.005], [4.293, -25.653, 6.565], [3.046, -26.003, 6.552], [2.630, -27.102, 6.978], [5.484, -23.506, 6.799], [6.426, -22.957, 6.079], [7.406, -22.187, 6.455], [6.125, -23.337, 4.648], [5.031, -24.148, 4.642], [6.691, -22.995, 3.616], [15.875, -20.488, 2.146], [15.403, -21.732, 2.846], [16.315, -22.939, 2.534], [15.527, -21.556, 4.222], [15.437, -20.605, 1.155], [16.959, -20.518, 2.027], [15.646, -19.586, 2.714], [14.340, -21.923, 2.692], [17.247, -22.902, 3.097], [16.619, -23.047, 1.492], [15.919, -23.864, 2.953], [15.969, -22.252, 4.714], [11.303, -20.310, 13.080], [10.053, -19.530, 12.770], [9.460, -18.800, 14.025], [10.384, -18.563, 11.720], [11.942, -20.261, 12.199], [11.090, -21.371, 13.215], [11.894, -20.020, 13.949], [9.324, -20.148, 12.246], [8.438, -18.476, 13.831], [10.119, -17.982, 14.316], [9.439, -19.510, 14.852], [9.679, -17.913, 11.736], [11.541, -11.422, 4.883], [10.085, -11.721, 4.481], [9.461, -10.401, 3.795], [8.221, -10.775, 2.952], [8.402, -12.045, 2.072], [8.809, -13.288, 2.841], [10.008, -12.912, 3.607], [10.675, -14.109, 4.199], [7.547, -13.920, 3.672], [9.307, -14.413, 1.815], [9.252, -11.903, 5.707], [12.032, -12.311, 5.279], [11.431, -10.574, 5.559], [12.187, -11.225, 4.027], [9.116, -9.783, 4.625], [10.167, -9.909, 3.126], [8.051, -9.861, 2.383], [7.404, -11.002, 3.636], [9.094, -11.868, 1.249], [7.442, -12.196, 1.579], [8.036, -14.612, 4.357], [7.093, -13.059, 4.164], [6.794, -14.436, 3.076], [10.061, -14.021, 1.132], [9.661, -15.284, 2.367], [8.437, -14.686, 1.218], [9.531, -12.834, 6.202], [8.175, -11.985, 5.561], [9.438, -11.136, 6.459], [11.455, -14.248, 3.657], [17.960, -14.162, 11.696], [16.978, -13.721, 10.519], [17.215, -12.162, 10.330], [18.576, -11.872, 9.816], [18.837, -12.628, 8.530], [18.572, -14.132, 8.575], [17.265, -14.411, 9.216], [16.902, -15.722, 9.223], [18.474, -14.614, 7.115], [19.875, -14.713, 9.246], [15.556, -13.967, 10.987], [18.531, -15.074, 11.523], [17.362, -14.340, 12.589], [18.592, -13.371, 12.097], [16.555, -11.720, 9.585], [16.988, -11.607, 11.240], [19.389, -12.155, 10.485], [18.513, -10.805, 9.602], [19.885, -12.487, 8.264], [18.270, -12.294, 7.661], [19.178, -14.020, 6.532], [18.839, -15.634, 6.997], [17.480, -14.497, 6.683], [20.670, -14.675, 8.502], [20.151, -14.155, 10.140], [19.728, -15.736, 9.594], [15.363, -14.964, 11.384], [14.899, -14.006, 10.118], [15.028, -13.329, 11.696], [17.433, -16.058, 9.948]]}


{"formula": "C28H54Br10Cl6O4", "method": "ωB97M-V/def2-TZVPD", "orbital_gap_ev": 9.49, "e_homo_ha": -0.3527, "species": ["Cl", "C", "Cl", "Cl", "H", "Cl", "C", "Cl", "Cl", "H", "C", "C", "C", "O", "C", "H", "H", "H", "H", "H", "H", "H", "H", "C", "C", "C", "O", "C", "H", "H", "H", "H", "H", "H", "H", "H", "C", "C", "C", "O", "C", "H", "H", "H", "H", "H", "H", "H", "H", "C", "C", "C", "O", "C", "H", "H", "H", "H", "H", "H", "H", "H", "Br", "C", "C", "Br", "H", "H", "H", "H", "Br", "C", "C", "Br", "H", "H", "H", "H", "Br", "C", "C", "Br", "H", "H", "H", "H", "Br", "C", "C", "Br", "H", "H", "H", "H", "Br", "C", "C", "Br", "H", "H", "H", "H"], "xyz": [[5.186, 0.881, 7.960], [5.017, -0.101, 6.508], [4.033, -1.610, 6.855], [6.637, -0.675, 5.962], [4.548, 0.516, 5.741], [7.441, -3.000, -0.217], [8.541, -3.851, -1.396], [9.967, -4.495, -0.571], [9.095, -2.719, -2.640], [8.077, -4.698, -1.901], [-0.797, -7.754, 0.387], [-1.466, -8.658, -0.588], [-2.786, -9.054, 0.158], [-2.427, -8.934, 1.597], [-1.122, -8.302, 1.773], [-1.142, -6.726, 0.280], [0.275, -7.682, 0.203], [-0.881, -9.536, -0.862], [-1.783, -8.238, -1.543], [-2.968, -10.083, -0.152], [-3.570, -8.334, -0.080], [-0.285, -8.956, 2.019], [-1.178, -7.518, 2.528], [3.961, -6.511, -6.321], [4.827, -5.989, -7.436], [5.958, -5.291, -6.670], [5.297, -4.695, -5.559], [3.985, -5.271, -5.389], [4.415, -7.359, -5.807], [2.994, -6.869, -6.672], [4.242, -5.314, -8.060], [5.213, -6.771, -8.089], [6.419, -4.501, -7.263], [6.758, -5.932, -6.301], [3.336, -4.507, -5.817], [3.787, -5.438, -4.330], [0.365, 0.601, 1.325], [0.781, -0.808, 1.122], [0.920, -0.974, -0.455], [0.668, 0.352, -0.953], [-0.208, 1.023, -0.077], [1.253, 1.200, 1.526], [-0.300, 0.637, 2.188], [0.059, -1.525, 1.512], [1.723, -1.013, 1.630], [0.179, -1.521, -1.038], [1.866, -1.345, -0.851], [-1.250, 0.735, -0.215], [-0.136, 2.108, -0.148], [-1.439, 8.212, 1.651], [-0.797, 9.548, 1.392], [-1.555, 10.203, 0.246], [-2.869, 9.789, 0.652], [-2.828, 8.419, 1.108], [-1.525, 7.998, 2.717], [-0.980, 7.337, 1.191], [0.288, 9.550, 1.283], [-0.990, 10.141, 2.286], [-1.357, 9.754, -0.727], [-1.526, 11.282, 0.094], [-3.050, 7.780, 0.254], [-3.578, 8.236, 1.877], [-4.315, -3.155, 4.477], [-5.644, -3.645, 3.031], [-6.881, -2.801, 3.272], [-8.295, -3.397, 1.974], [-5.933, -4.670, 3.261], [-5.250, -3.631, 2.014], [-6.723, -1.728, 3.162], [-7.330, -2.898, 4.261], [-7.382, 3.245, 0.006], [-9.095, 3.814, -0.711], [-9.183, 5.306, -0.559], [-10.877, 5.832, -1.518], [-9.982, 3.414, -0.220], [-9.303, 3.511, -1.737], [-8.295, 5.732, -1.025], [-9.306, 5.565, 0.493], [4.256, 9.134, 8.775], [3.444, 7.419, 8.134], [3.121, 7.555, 6.593], [2.466, 5.782, 6.138], [2.540, 7.358, 8.740], [4.098, 6.587, 8.395], [3.972, 7.883, 5.996], [2.275, 8.225, 6.448], [-5.218, 1.175, -4.916], [-4.493, -0.662, -4.800], [-5.383, -1.590, -3.967], [-4.837, -3.510, -4.144], [-3.511, -0.594, -4.332], [-4.410, -1.132, -5.780], [-6.405, -1.432, -4.312], [-5.258, -1.323, -2.918], [6.060, 2.909, 0.728], [5.240, 3.571, -0.934], [5.608, 2.597, -2.076], [5.772, 3.698, -3.745], [5.589, 4.598, -1.037], [4.151, 3.579, -0.882], [4.841, 1.847, -2.270], [6.558, 2.086, -1.916]]}


{"formula": "C28H54Cl2N9O24", "method": "ωB97M-V/def2-TZVPD", "orbital_gap_ev": 8.30, "e_above_lowest_ev": 0.0000, "total_charge": -1, "e_homo_ha": -0.2522, "species": ["C", "C", "C", "N", "C", "C", "C", "C", "C", "H", "H", "H", "H", "H", "H", "H", "H", "H", "H", "H", "H", "H", "H", "H", "H", "H", "H", "Cl", "O", "O", "O", "O", "Cl", "O", "O", "O", "O", "C", "N", "O", "O", "H", "H", "H", "C", "N", "O", "O", "H", "H", "H", "C", "N", "O", "O", "H", "H", "H", "C", "N", "O", "O", "H", "H", "H", "C", "N", "O", "O", "H", "H", "H", "C", "N", "O", "O", "H", "H", "H", "C", "N", "O", "O", "H", "H", "H", "C", "N", "O", "O", "H", "H", "H", "C", "C", "C", "C", "C", "C", "H", "H", "H", "H", "H", "H", "C", "C", "C", "C", "C", "C", "H", "H", "H", "H", "H", "H"], "xyz": [[-13.071, -4.114, -19.608], [-14.046, -3.702, -18.565], [-14.720, -4.957, -18.045], [-15.682, -4.652, -16.954], [-16.822, -3.854, -17.474], [-16.267, -5.939, -16.425], [-15.551, -6.204, -15.134], [-15.265, -4.835, -14.552], [-14.997, -3.984, -15.795], [-12.324, -4.823, -19.245], [-12.538, -3.295, -20.092], [-13.581, -4.659, -20.410], [-14.811, -3.046, -18.972], [-13.611, -3.158, -17.729], [-14.004, -5.664, -17.623], [-15.287, -5.428, -18.845], [-16.401, -2.956, -17.918], [-17.514, -3.608, -16.679], [-17.262, -4.439, -18.278], [-17.328, -5.747, -16.270], [-16.171, -6.730, -17.165], [-16.076, -6.873, -14.465], [-14.619, -6.679, -15.462], [-16.028, -4.407, -13.901], [-14.358, -4.876, -13.948], [-15.332, -2.952, -15.726], [-13.921, -3.936, -15.928], [-12.405, -8.169, -18.383], [-12.262, -9.537, -18.803], [-13.735, -7.978, -17.813], [-11.419, -7.846, -17.384], [-12.259, -7.290, -19.529], [-15.703, 0.153, -16.390], [-14.667, -0.631, -17.052], [-16.151, 1.208, -17.264], [-16.844, -0.699, -16.124], [-15.127, 0.728, -15.201], [-13.512, -9.829, -11.779], [-13.318, -8.581, -12.544], [-12.329, -7.917, -12.282], [-14.150, -8.306, -13.379], [-14.504, -10.217, -11.973], [-13.340, -9.632, -10.728], [-12.757, -10.534, -12.128], [-11.822, -5.845, -9.989], [-12.981, -5.341, -10.789], [-14.049, -5.917, -10.653], [-12.784, -4.406, -11.519], [-11.183, -6.359, -10.702], [-12.216, -6.527, -9.250], [-11.309, -4.978, -9.590], [-18.783, -5.280, -21.742], [-17.614, -5.607, -20.879], [-17.660, -6.657, -20.271], [-16.671, -4.842, -20.881], [-19.078, -6.200, -22.235], [-18.475, -4.524, -22.453], [-19.591, -4.933, -21.103], [-19.065, -7.961, -13.786], [-19.526, -6.535, -13.829], [-20.691, -6.322, -13.582], [-18.702, -5.674, -14.082], [-19.423, -8.445, -14.686], [-19.506, -8.365, -12.881], [-17.986, -7.943, -13.756], [-17.607, -5.742, -11.008], [-18.069, -7.145, -10.839], [-17.287, -8.038, -11.106], [-19.198, -7.317, -10.428], [-16.767, -5.736, -11.690], [-17.267, -5.416, -10.029], [-18.434, -5.149, -11.379], [-14.374, -7.501, -22.041], [-15.501, -8.040, -22.840], [-16.353, -8.661, -22.230], [-15.511, -7.824, -24.029], [-14.785, -6.862, -21.273], [-13.721, -6.985, -22.736], [-13.835, -8.346, -21.624], [-19.412, -8.459, -18.232], [-20.102, -7.187, -17.855], [-21.002, -6.801, -18.566], [-19.705, -6.615, -16.861], [-19.037, -8.931, -17.328], [-18.572, -8.195, -18.866], [-20.146, -9.089, -18.720], [-14.718, -9.882, -16.122], [-16.056, -10.003, -15.499], [-16.315, -11.010, -14.881], [-16.824, -9.064, -15.651], [-14.773, -10.313, -17.118], [-13.986, -10.364, -15.487], [-14.467, -8.832, -16.215], [-15.551, -2.063, -22.740], [-16.919, -1.948, -22.563], [-17.411, -1.422, -21.375], [-16.550, -1.030, -20.351], [-15.184, -1.172, -20.522], [-14.687, -1.687, -21.721], [-15.170, -2.557, -23.629], [-17.606, -2.285, -23.330], [-18.480, -1.355, -21.200], [-16.965, -0.669, -19.417], [-14.462, -0.865, -19.775], [-13.617, -1.805, -21.838], [-22.005, -3.962, -17.041], [-21.626, -3.255, -18.172], [-20.513, -2.417, -18.140], [-19.840, -2.227, -16.942], [-20.264, -2.896, -15.801], [-21.357, -3.761, -15.834], [-22.778, -4.717, -17.120], [-22.125, -3.453, -19.114], [-20.210, -1.896, -19.041], [-18.932, -1.632, -16.915], [-19.705, -2.767, -14.880], [-21.664, -4.242, -14.917]]}